Entry from the Open Molecules 2025 dataset: C3F15KN3O21S9 as an isolated structure at a distorted geometry (the ωB97M-V functional and the def2-TZVPD basis).

CARTESIAN COORDINATES (ANGSTROEM)
K  0.09  -0.01  0.71
S  2.38  2.42  -1.37
S  2.67  -2.92  -0.96
S  -1.48  3.71  1.28
S  -5.42  -0.22  0.60
S  1.78  -5.23  -1.30
S  2.21  -0.44  3.77
S  -1.02  -1.65  -5.19
S  -0.60  4.54  3.36
S  -1.36  -0.27  -3.14
F  1.27  -0.85  6.28
F  -2.85  0.15  -2.75
F  2.48  0.28  -2.94
F  -2.79  -0.01  -0.04
F  -1.03  3.77  -0.27
F  -3.17  -0.42  2.05
F  0.98  1.18  5.59
F  -0.26  -0.38  4.84
F  -1.26  -3.21  -5.62
F  4.36  0.60  -1.79
F  4.06  -2.44  -0.34
F  -0.01  5.98  3.85
F  3.90  1.77  -3.50
F  1.54  -6.61  -0.44
F  -3.43  -2.00  0.57
O  0.45  3.65  3.80
O  3.50  0.10  4.23
O  -0.69  -0.66  -1.94
O  2.16  1.75  -0.07
O  0.45  -4.67  -1.41
O  2.85  -2.82  -2.38
O  -2.91  4.01  1.17
O  -1.11  2.38  1.65
O  -1.89  4.61  4.00
O  -1.40  -0.97  -6.42
O  3.29  3.57  -1.27
O  2.14  -1.89  3.63
O  -5.74  -0.61  -0.77
O  0.37  -1.68  -4.79
O  1.72  0.25  2.59
O  2.43  -5.76  -2.47
O  1.80  -1.97  -0.33
O  -0.91  0.92  -3.81
O  -6.06  -1.06  1.60
O  1.20  2.70  -2.13
O  -5.49  1.22  0.88
N  2.68  -4.48  -0.30
N  -2.01  -1.60  -4.01
N  -0.62  4.91  1.75
C  3.31  1.16  -2.43
C  -3.58  -0.69  0.81
C  1.00  -0.10  5.19

Output
Net charge: -5
Max |F| (eV Å⁻¹): 6.98
Lowest unoccupied orbital energy (eV): 8.946
E_HOMO (Ha): 0.072